Record 1
The following is a quantum chemistry calculation of an isolated molecule of C4H4O2, from the OMol25 dataset.

Positions of all 10 atoms, in Å:
O (0.84761, -2.05165, 1.51396)
C (1.38722, -1.52712, 0.58562)
O (0.92261, -0.41884, -0.08044)
C (-0.26341, 0.07338, 0.32901)
C (-0.94921, 1.03762, -0.33680)
C (-0.42316, 1.66126, -1.51162)
H (2.32026, -1.85371, 0.11429)
H (-1.93111, 1.22922, 0.10318)
H (-0.65259, -0.40673, 1.22340)
H (-1.25823, 2.25657, -1.94060)

Computed properties:
HOMO (alpha / beta): -0.3117 / -0.3099 hartree
energy above the lowest of the compared OMol25 structures with the same formula, charge and spin: 3.875 eV

***

Record 2
The following is a quantum chemistry calculation of a cluster of 2 separate species, C4H4O2 in total, from the OMol25 dataset.

Positions of all 10 atoms, in Å:
O (-0.93894, 0.15970, -0.25027)
C (0.18473, 0.04996, 0.25611)
C (0.61392, -0.05308, 1.58994)
H (-1.02678, 0.63239, -1.13594)
H (0.51481, 0.76682, 2.30673)
C (0.43886, -1.38634, 1.85014)
H (0.88469, -2.16112, 1.22128)
H (-0.08121, -1.70622, 2.75585)
O (-0.06748, 2.05506, -4.76689)
C (-0.52260, 1.64284, -3.82696)

Computed properties:
HOMO (alpha / beta): -0.5349 / -0.6080 hartree
multiplicity: 2
charge: +1
expectation value of S²: 0.772
energy above the lowest of the compared OMol25 structures with the same formula, charge and spin: 0.811 eV

***

Record 3
The following is a quantum chemistry calculation of a structure of composition C4H4O2Pm, from the OMol25 dataset.

Positions of all 11 atoms, in Å:
H (0.29993, 1.52502, -2.55559)
O (0.90724, 0.10828, 2.48106)
C (-0.34448, 0.00584, 1.81799)
C (-0.17463, 0.15046, 0.37663)
C (-0.00327, 0.28123, -0.83687)
H (0.84663, 0.80220, 3.14458)
H (-1.03854, 0.78596, 2.17514)
H (-0.81431, -0.97109, 2.02551)
C (0.27264, 0.49137, -2.18343)
O (0.19506, -0.48233, -3.07730)
Pm (-0.14629, -2.69694, -3.36771)

Computed properties:
HOMO (alpha / beta): -0.6183 / -0.6350 hartree
multiplicity: 6
charge: +2
expectation value of S²: 8.755
energy above the lowest of the compared OMol25 structures with the same formula, charge and spin: 0.000 eV

***

Record 4
The following is a quantum chemistry calculation of a structure of composition C4H4O2Ru, from the OMol25 dataset.

Positions of all 11 atoms, in Å:
H (1.33637, -0.48407, 2.53170)
O (2.38217, -0.17972, 1.27108)
C (1.94062, -0.06088, 0.22404)
C (0.90907, -0.23882, -0.78861)
C (-0.25943, 0.68515, -0.58294)
C (-1.43382, 0.31053, -0.16042)
O (-2.47508, 0.04498, 0.30638)
Ru (-4.28901, -0.46094, 0.51926)
H (0.65140, -1.31159, -0.75915)
H (1.41114, -0.05852, -1.75547)
H (-0.17344, 1.75387, -0.80588)

Computed properties:
HOMO (alpha / beta): -0.9427 / -1.1254 hartree
multiplicity: 7
charge: +4
expectation value of S²: 12.026
energy above the lowest of the compared OMol25 structures with the same formula, charge and spin: 0.000 eV

***

Record 5
The following is a quantum chemistry calculation of an isolated molecule of C4H4O2S, from the OMol25 dataset.

Positions of all 11 atoms, in Å:
C (1.34000, 0.42545, -0.19772)
C (-0.32950, -1.61007, -0.33603)
C (0.79944, -0.98012, 0.38510)
C (-1.44665, 0.41606, 0.11352)
O (1.53142, -1.51437, 1.15123)
O (-1.34319, -0.89289, -0.53745)
S (-0.08026, 1.61821, -0.11381)
H (2.12814, 0.92511, 0.37479)
H (1.39047, 0.32996, -1.31400)
H (-2.19205, 0.92031, -0.62726)
H (-1.79781, 0.36233, 1.10163)

Computed properties:
HOMO: -0.3267 hartree
energy above the lowest of the compared OMol25 structures with the same formula, charge and spin: 4.477 eV

***

Record 6
The following is a quantum chemistry calculation of an isolated molecule of C4H4O2S, from the OMol25 dataset.

Positions of all 11 atoms, in Å:
O (-0.61282, 2.15687, 0.01914)
C (-0.60626, 0.85380, -0.16391)
C (-1.86073, 0.01811, 0.05480)
C (-1.55118, -1.34381, 0.13997)
O (-0.24208, -1.43418, -0.08284)
C (0.31111, -0.21675, -0.18099)
S (1.95916, -0.12211, -0.03376)
H (0.23799, 2.50163, 0.44738)
H (-2.80946, 0.50518, 0.05732)
H (-1.90932, -2.33752, 0.12157)
H (2.21580, -0.36524, 1.32430)

Computed properties:
HOMO: -0.3153 hartree
SMILES: Oc1ccoc1S
energy above the lowest of the compared OMol25 structures with the same formula, charge and spin: 2.275 eV

***

Record 7
The following is a quantum chemistry calculation of a structure of composition C4H4O2Sm, from the OMol25 dataset.

Positions of all 11 atoms, in Å:
O (2.23230, -0.15348, -0.16631)
C (1.09381, -0.69875, 0.25063)
H (1.09352, -1.09828, 1.27839)
C (-0.04767, -0.76173, -0.54423)
C (-1.33547, -0.37206, 0.13418)
C (-0.54142, 0.88527, 0.49397)
O (-0.50854, 1.86583, -0.35818)
Sm (1.72585, 1.95661, 0.03457)
H (0.06702, -0.42368, -1.57873)
H (-1.60676, -0.95857, 1.02066)
H (-2.17265, -0.24117, -0.56493)

Computed properties:
HOMO (alpha / beta): -0.2398 / -0.2448 hartree
multiplicity: 7
expectation value of S²: 12.010

***

Record 8
The following is a quantum chemistry calculation of a structure of composition C4H4O2Y, from the OMol25 dataset.

Positions of all 11 atoms, in Å:
H (0.23048, -0.05149, 2.77043)
O (2.17354, -1.15211, 4.21632)
C (2.29260, -0.68005, 3.10568)
C (1.27323, 0.23245, 2.54094)
C (1.58907, 1.44009, 2.04937)
C (0.52653, 2.34950, 1.60049)
O (0.72143, 3.52278, 1.33052)
Y (-1.23515, 5.28346, 0.27587)
H (3.07405, -1.03185, 2.39884)
H (2.61934, 1.80523, 2.01277)
H (-0.48492, 1.90639, 1.49257)

Computed properties:
HOMO (alpha / beta): -0.4173 / -0.4173 hartree
charge: +1
energy above the lowest of the compared OMol25 structures with the same formula, charge and spin: 2.050 eV

***

Record 9
The following is a quantum chemistry calculation of an isolated molecule of C4H4O3, from the OMol25 dataset.

Positions of all 11 atoms, in Å:
O (-1.03989, -1.21271, -0.51741)
C (0.11125, -0.57917, -1.06519)
C (-0.07793, -0.70178, 0.34812)
C (-0.23043, -0.13252, 1.65623)
O (0.56294, -1.33295, 1.36809)
C (0.57293, 1.63756, -1.00522)
O (-0.04528, 0.68696, -1.67870)
H (0.72610, -1.23604, -1.67754)
H (0.30281, 0.75417, 1.98821)
H (-1.16575, -0.37396, 2.15566)
H (0.42197, 2.52234, -1.66072)

Computed properties:
HOMO: -0.3419 hartree
energy above the lowest of the compared OMol25 structures with the same formula, charge and spin: 6.044 eV

***

Record 10
The following is a quantum chemistry calculation of a cluster of 2 separate species, C4H4O3 in total, from the OMol25 dataset.

Positions of all 11 atoms, in Å:
C (1.87459, 0.36031, 0.21670)
C (0.52967, 0.94396, -0.13142)
O (0.35770, 2.05373, -0.60028)
C (-0.63336, 0.02818, -0.07059)
O (-1.26975, 0.09529, 1.05098)
C (-2.58378, -1.53267, -0.60150)
O (-2.73513, -2.04921, -1.60258)
H (1.92578, 0.12240, 1.28548)
H (2.65190, 1.07978, -0.04535)
H (2.02920, -0.56941, -0.34142)
H (-2.04715, -0.51782, 0.93548)

Computed properties:
HOMO: -0.3301 hartree
energy above the lowest of the compared OMol25 structures with the same formula, charge and spin: 3.119 eV

***

Record 11
The following is a quantum chemistry calculation of a structure of composition C4H4O3, from the OMol25 dataset.

Positions of all 11 atoms, in Å:
C (-0.80525, -0.93263, -0.54196)
C (0.95451, -0.27555, -0.16498)
C (0.60727, 0.49517, 1.00041)
O (-1.90764, -0.38617, 0.04899)
C (1.31601, 1.49673, 0.50070)
O (1.78799, -1.07286, -0.53589)
O (1.85825, 2.52143, 0.25032)
H (-2.16174, 0.42699, -0.41747)
H (-0.60894, -1.93623, -0.17891)
H (-0.78205, -0.80523, -1.62251)
H (-0.25840, 0.46834, 1.66130)

Computed properties:
HOMO: -0.3041 hartree
energy above the lowest of the compared OMol25 structures with the same formula, charge and spin: 4.500 eV

***

Record 12
The following is a quantum chemistry calculation of an isolated molecule of C4H4O3, from the OMol25 dataset.

Positions of all 11 atoms, in Å:
O (-0.88188, -0.95579, -1.95800)
C (-1.05398, -0.19489, -1.03785)
C (0.04681, 0.13862, -0.06000)
C (-0.24710, 1.16849, 0.98759)
O (-1.35110, 1.62188, 1.17026)
C (1.05296, -0.92662, 0.13683)
O (1.37512, 0.24211, -0.56758)
H (-2.03405, 0.26247, -0.81738)
H (0.64194, 1.52465, 1.54649)
H (1.52443, -1.08438, 1.10552)
H (0.92686, -1.79654, -0.50589)

Computed properties:
HOMO: -0.3707 hartree
SMILES: O=CC1(C=O)CO1
energy above the lowest of the compared OMol25 structures with the same formula, charge and spin: 2.242 eV

***

Record 13
The following is a quantum chemistry calculation of an isolated molecule of C4H4O3, from the OMol25 dataset.

Positions of all 11 atoms, in Å:
O (-1.14630, -1.81241, 0.43736)
C (-0.03128, -1.34255, 0.21271)
C (0.20182, 0.05538, -0.08466)
C (1.47240, 0.52311, -0.64712)
O (1.72552, 1.68207, -0.90558)
C (-0.78918, 0.96509, 0.18229)
O (-1.98666, 0.66034, 0.60663)
H (0.85550, -1.99773, 0.29158)
H (2.20775, -0.27991, -0.87039)
H (-0.60693, 2.03291, 0.07316)
H (-2.04656, -0.33282, 0.62624)

Computed properties:
HOMO: -0.3708 hartree
SMILES: O=CC(C=O)=CO
energy above the lowest of the compared OMol25 structures with the same formula, charge and spin: 0.846 eV

***

Record 14
The following is a quantum chemistry calculation of a structure of composition C4H4O3, from the OMol25 dataset.

Positions of all 11 atoms, in Å:
O (0.35250, -2.16535, 0.92027)
C (0.18317, -0.98903, 0.84711)
O (0.07495, -0.07093, 1.85394)
C (-0.23906, 1.01358, 0.93342)
C (0.03997, 0.07860, -0.23230)
C (-0.11602, -0.21256, -2.32472)
O (-0.92809, -0.03129, -1.25368)
H (0.45204, 1.85171, 1.04433)
H (-1.27788, 1.33196, 1.02945)
H (0.47497, -1.14322, -2.08130)
H (0.98346, 0.33654, -0.73652)

Computed properties:
HOMO (alpha / beta): -0.3396 / -0.3396 hartree
energy above the lowest of the compared OMol25 structures with the same formula, charge and spin: 5.169 eV

***

Record 15
The following is a quantum chemistry calculation of an isolated molecule of C4H4O3, from the OMol25 dataset.

Positions of all 11 atoms, in Å:
O (0.33923, 1.95413, -2.12920)
C (0.02400, 1.08601, -1.28794)
O (0.54968, -0.16517, -1.54447)
C (0.16126, -0.87644, -0.25605)
C (0.50154, -0.26504, 1.04788)
C (-0.88275, -0.16566, 0.50116)
O (-0.91422, 1.05108, -0.39539)
H (0.26595, -1.91210, -0.14693)
H (0.61376, -1.02775, 2.02038)
H (1.19981, 0.51471, 1.10279)
H (-1.85825, -0.19376, 1.08777)

Computed properties:
HOMO: -0.3903 hartree
SMILES: O=C1O[C@H]2C[C@H]2O1
energy above the lowest of the compared OMol25 structures with the same formula, charge and spin: 2.794 eV

***

Record 16
The following is a quantum chemistry calculation of an isolated molecule of C4H4O3S, from the OMol25 dataset.

Positions of all 12 atoms, in Å:
C (1.02551, -0.11039, 0.37135)
C (0.79750, 1.09875, -0.15703)
C (0.35580, -2.52916, 0.10372)
C (0.19500, -1.26983, -0.07275)
O (0.37445, -3.70523, 0.17949)
O (-1.56103, 2.07092, 0.23438)
O (-1.25370, 0.47430, -1.68905)
S (-0.68960, 1.65649, -1.07753)
H (1.81109, -0.36712, 1.10512)
H (1.14854, 2.05849, 0.24505)
H (-1.31404, 1.75197, 1.09705)
H (-0.88952, -1.12919, -0.33980)

Computed properties:
HOMO: -0.3361 hartree
energy above the lowest of the compared OMol25 structures with the same formula, charge and spin: 3.244 eV

***

Record 17
The following is a quantum chemistry calculation of an isolated molecule of C4H4O3S, from the OMol25 dataset.

Positions of all 12 atoms, in Å:
O (1.02429, -1.24968, 1.16123)
C (1.20264, -0.57460, 0.18771)
O (1.99847, -0.99913, -0.79694)
C (0.61413, 0.77541, -0.18298)
O (-0.06242, 1.62241, 0.66992)
C (-0.95327, 0.86208, -0.30445)
C (-1.70020, -0.15888, 0.34780)
S (-3.10629, -0.83832, -0.09454)
H (2.34587, -1.87498, -0.45174)
H (1.25319, 1.22570, -0.95469)
H (-1.35654, 1.61807, -0.95452)
H (-1.25988, -0.40809, 1.37321)

Computed properties:
HOMO: -0.3341 hartree
SMILES: O=C(O)[C@@H]1O[C@@H]1C=S
energy above the lowest of the compared OMol25 structures with the same formula, charge and spin: 2.345 eV

***

Record 18
The following is a quantum chemistry calculation of an isolated molecule of C4H4O3S, from the OMol25 dataset.

Positions of all 12 atoms, in Å:
O (2.35476, 0.02626, 0.00190)
C (1.24287, -0.93901, 0.16608)
C (-0.02538, -0.15377, -0.15977)
C (-0.22962, 1.20394, 0.10246)
O (-1.62368, 1.40246, -0.00672)
C (-2.21188, 0.15324, -0.15999)
S (-3.76540, -0.37912, 0.06015)
O (-1.19651, -0.80679, -0.24854)
H (2.47831, 0.51275, -0.95121)
H (1.28368, -1.14409, 1.23896)
H (1.34680, -2.00188, -0.24915)
H (0.34606, 2.12600, 0.20585)

Computed properties:
HOMO: -0.3212 hartree
SMILES: OCc1coc(=S)o1
energy above the lowest of the compared OMol25 structures with the same formula, charge and spin: 2.782 eV

***

no.,calculated total energy (hartree)
1,-305.13705
2,-304.84285
3,-912.90963
4,-397.67755
5,-703.32744
6,-703.40834
7,-963.13171
8,-343.21283
9,-380.32491
10,-380.43240
11,-380.38165
12,-380.46463
13,-380.51593
14,-380.35707
15,-380.44435
16,-778.62503
17,-778.65807
18,-778.64201